(1)
Molecular formula: C42H76F5O14P3
Method: DFT, ωB97M-V with the def2-TZVPD basis set

Calculated values
structure (SMILES): CC(=O)OCCCCC[PH2](PP(=O)(O)O)C(F)(F)c1cccc(C(F)(F)F)c1.CC(C)=O.CC(C)=O.CC(C)=O.CC(C)=O.CC(C)=O.CC(C)=O.CC(C)=O.CC(C)=O.CC(C)=O
LUMO energy: 0.303 eV

Each line ends with the Mulliken charge.
Cartesian coordinates (Å):
C  -2.74  6.53  1.09  -0.54
C  -3.59  5.25  0.74  0.58
O  -4.32  4.84  1.61  -0.56
O  -3.54  4.67  -0.52  -0.43
C  -2.37  3.79  -0.64  0.08
C  -2.76  2.39  -0.01  -0.19
C  -2.39  1.14  -0.90  -0.85
C  -1.69  -0.03  -0.11  -0.26
C  -2.54  -0.55  1.12  -0.48
P  -1.52  -1.54  2.36  0.25
P  -1.94  -3.38  1.12  -0.20
P  -0.20  -3.93  -0.06  0.91
O  -0.20  -3.16  -1.35  -0.67
O  -0.40  -5.58  -0.47  -0.47
O  1.20  -3.65  0.77  -0.33
C  -1.31  -0.05  3.58  0.78
F  -1.20  1.19  2.96  -0.24
F  -0.08  -0.28  4.25  -0.34
C  -2.44  -0.12  4.66  -0.24
C  -2.15  -0.63  6.01  -0.52
C  -3.20  -0.75  7.04  -0.54
C  -4.59  -0.36  6.74  -0.65
C  -4.88  0.18  5.41  -0.21
C  -6.31  0.64  4.97  0.85
F  -7.01  -0.39  4.37  -0.24
F  -7.05  1.16  6.00  -0.25
F  -6.18  1.61  4.00  -0.23
C  -3.83  0.29  4.42  -0.06
H  -2.83  7.27  0.25  0.21
H  -3.14  7.05  2.00  0.37
H  -1.68  6.25  1.32  0.06
H  -1.59  4.25  0.05  0.12
H  -1.99  3.75  -1.68  0.08
H  -2.30  2.33  1.01  0.12
H  -3.88  2.40  0.14  0.31
H  -1.72  1.47  -1.75  0.32
H  -3.32  0.73  -1.38  0.27
H  -1.64  -0.90  -0.84  0.18
H  -0.61  0.19  0.14  0.28
H  -3.30  -1.27  0.70  0.84
H  -3.14  0.28  1.57  -0.33
H  -0.10  -1.71  2.22  -0.02
H  -2.15  -2.25  3.45  0.09
H  -2.13  -4.42  2.09  0.10
H  -0.21  -6.09  0.34  0.29
H  1.92  -3.67  0.10  0.35
H  -1.12  -0.93  6.31  0.35
H  -2.94  -1.16  8.04  0.34
H  -5.40  -0.47  7.49  0.36
H  -4.08  0.71  3.42  0.50
C  -3.75  -6.62  -1.47  -0.26
C  -3.91  -7.88  -0.66  0.66
O  -3.78  -7.88  0.54  -0.59
C  -4.25  -9.14  -1.42  -1.10
H  -3.51  -5.79  -0.81  -0.04
H  -2.93  -6.74  -2.19  0.01
H  -4.68  -6.39  -2.00  0.38
H  -3.46  -9.37  -2.13  0.29
H  -5.20  -9.02  -1.94  0.31
H  -4.34  -9.97  -0.71  0.34
C  -1.50  7.26  -3.25  -1.26
C  -0.54  7.19  -2.09  0.81
O  -0.89  6.73  -1.02  -0.35
C  0.85  7.72  -2.31  -1.06
H  -2.47  6.85  -2.95  0.25
H  -1.65  8.30  -3.55  0.41
H  -1.12  6.68  -4.09  0.29
H  0.81  8.78  -2.57  0.39
H  1.34  7.15  -3.11  0.28
H  1.43  7.60  -1.39  0.30
C  1.98  3.81  -2.27  -1.25
C  0.90  3.51  -3.28  0.89
O  -0.27  3.52  -2.96  -0.58
C  1.34  3.19  -4.68  -1.09
H  1.52  4.02  -1.30  0.22
H  2.64  2.95  -2.16  0.44
H  2.55  4.69  -2.58  0.32
H  1.97  2.30  -4.68  0.41
H  1.87  4.04  -5.11  0.36
H  0.46  2.99  -5.30  0.15
C  1.83  7.41  2.35  -1.11
C  1.67  8.55  1.38  0.84
O  1.78  8.38  0.18  -0.56
C  1.38  9.91  1.95  -1.21
H  2.04  6.49  1.80  0.23
H  2.67  7.61  3.02  0.40
H  0.91  7.27  2.92  0.31
H  2.19  10.22  2.61  0.36
H  0.44  9.89  2.50  0.33
H  1.29  10.63  1.14  0.31
C  5.76  -3.89  1.95  -0.90
C  4.57  -4.58  1.35  0.72
O  3.84  -4.00  0.57  -0.62
C  4.31  -6.01  1.74  -0.89
H  5.81  -2.87  1.58  0.27
H  5.66  -3.87  3.04  0.27
H  6.67  -4.42  1.67  0.29
H  4.15  -6.08  2.81  0.27
H  5.16  -6.63  1.45  0.23
H  3.42  -6.37  1.22  0.31
C  -0.75  4.27  -9.38  -1.10
C  0.29  3.69  -8.45  0.89
O  1.14  4.38  -7.95  -0.54
C  0.21  2.21  -8.17  -1.11
H  -0.57  5.34  -9.49  0.31
H  -0.67  3.80  -10.37  0.33
H  -1.75  4.12  -8.97  0.31
H  0.33  1.65  -9.10  0.41
H  -0.75  1.96  -7.71  0.32
H  1.01  1.93  -7.49  0.24
C  -4.25  -5.13  -6.54  -1.14
C  -3.56  -5.79  -5.38  0.86
O  -4.07  -6.72  -4.79  -0.52
C  -2.21  -5.26  -4.98  -1.00
H  -5.21  -5.61  -6.72  0.30
H  -4.43  -4.07  -6.31  0.33
H  -3.64  -5.22  -7.44  0.33
H  -2.29  -4.21  -4.68  0.30
H  -1.51  -5.36  -5.81  0.38
H  -1.83  -5.83  -4.13  0.18
C  5.10  0.48  2.04  -0.79
C  5.58  0.87  3.41  0.85
O  6.67  1.38  3.58  -0.56
C  4.66  0.59  4.57  -1.03
H  5.86  0.73  1.30  0.29
H  4.92  -0.60  2.00  0.06
H  4.18  1.02  1.80  0.33
H  4.46  -0.48  4.65  0.27
H  3.73  1.14  4.45  0.30
H  5.14  0.92  5.50  0.30
C  7.68  -8.43  3.22  -1.11
C  7.05  -7.30  3.99  0.75
O  6.41  -6.44  3.43  -0.42
C  7.27  -7.28  5.48  -1.15
H  7.45  -8.32  2.16  0.27
H  8.76  -8.41  3.34  0.34
H  7.28  -9.39  3.56  0.34
H  8.33  -7.21  5.71  0.35
H  6.84  -8.19  5.93  0.34
H  6.76  -6.41  5.91  0.27

---

(2)
Molecular formula: C15H40AsF6O15S5
Method: DFT, ωB97M-V with the def2-TZVPD basis set

Calculated values
relative energy (zero: lowest compared OMol25 entry of this formula, charge and spin): 5.336 eV
LUMO energy: 1.736 eV
total charge: -1

Each line ends with the Mulliken charge.
Cartesian coordinates (Å):
As  1.90  -1.21  1.92  2.00
F  1.67  -0.44  3.52  -0.52
F  2.91  0.19  1.42  -0.47
F  2.15  -2.04  0.33  -0.48
F  0.82  -2.54  2.42  -0.53
F  0.40  -0.29  1.48  -0.41
F  3.31  -2.21  2.44  -0.51
O  4.27  4.99  2.17  -0.63
S  4.37  3.49  2.16  1.07
O  5.58  2.81  2.69  -0.61
O  3.04  2.79  2.85  -0.08
C  2.66  3.13  4.18  -0.48
C  1.55  4.24  4.25  -0.91
C  4.03  2.86  0.49  -0.85
H  3.53  3.45  4.74  0.41
H  2.17  2.34  4.74  0.32
H  1.01  4.15  5.19  0.42
H  0.77  4.08  3.51  0.11
H  2.06  5.21  4.29  0.32
H  2.99  2.84  0.17  0.16
H  4.43  1.85  0.56  0.31
H  4.73  3.41  -0.14  0.51
O  1.10  3.14  -1.44  -0.64
S  0.50  2.09  -2.28  1.30
O  -0.91  1.93  -2.54  -0.67
O  1.15  2.32  -3.81  -0.31
C  2.45  2.60  -4.06  -0.09
C  2.46  3.00  -5.56  -1.34
C  1.17  0.41  -1.91  -0.46
H  3.14  1.77  -3.89  0.29
H  2.68  3.48  -3.45  0.29
H  1.85  3.89  -5.70  0.33
H  1.86  2.35  -6.20  0.33
H  3.43  3.24  -5.98  0.38
H  2.11  0.47  -1.36  0.27
H  1.21  -0.13  -2.86  0.49
H  0.50  -0.18  -1.28  -0.22
O  -1.71  4.64  1.63  -0.62
S  -2.34  3.46  2.23  1.26
O  -2.94  3.31  3.59  -0.65
O  -3.43  2.79  1.10  -0.43
C  -2.85  2.44  -0.24  0.50
C  -4.00  2.81  -1.17  -1.53
C  -1.12  2.16  2.21  0.24
H  -2.56  1.39  -0.24  0.01
H  -1.99  3.05  -0.53  0.29
H  -3.97  3.82  -1.60  0.31
H  -5.01  2.69  -0.79  0.44
H  -4.09  2.04  -1.93  0.36
H  -1.56  1.35  2.79  0.26
H  -0.28  2.60  2.74  -0.41
H  -0.81  1.93  1.19  -0.11
O  -1.19  -6.54  -4.58  -0.60
S  -1.78  -5.95  -3.37  1.10
O  -2.90  -6.47  -2.68  -0.58
O  -0.60  -5.49  -2.24  -0.26
C  0.73  -5.54  -2.70  -0.20
C  1.78  -5.16  -1.67  -1.11
C  -2.31  -4.29  -3.80  -0.34
H  0.82  -4.83  -3.53  0.30
H  1.02  -6.50  -3.12  0.35
H  1.50  -4.48  -0.87  0.20
H  2.73  -5.00  -2.18  0.36
H  1.93  -6.09  -1.12  0.32
H  -3.38  -4.26  -4.03  0.40
H  -1.55  -3.79  -4.40  0.30
H  -2.13  -3.90  -2.80  -0.19
O  -4.10  -0.97  3.22  -0.54
S  -4.01  -2.42  3.20  1.10
O  -5.12  -3.21  3.69  -0.62
O  -3.60  -2.90  1.62  -0.38
C  -2.76  -1.98  0.94  0.10
C  -2.03  -2.34  -0.39  -0.98
C  -2.42  -2.95  4.07  -0.57
H  -2.02  -1.65  1.67  -0.01
H  -3.36  -1.08  0.80  0.25
H  -1.47  -1.45  -0.66  0.00
H  -2.57  -2.33  -1.33  0.36
H  -1.27  -3.13  -0.41  0.47
H  -2.25  -2.43  5.01  0.33
H  -1.59  -2.82  3.37  0.07
H  -2.52  -4.01  4.26  0.34